A structure of composition C28H34AsNO2S5V. Source: the Open Molecules 2025 dataset; level of theory: ωB97M-V/def2-TZVPD.

**ΔE to the lowest compared entry with this formula, charge and spin**: 1.520 eV
**Strongest force on any atom**: 3.77 eV/A
**Lowest unoccupied orbital energy (alpha / beta)**: 0.14 / 0.14 eV
**Kohn-Sham gap (alpha / beta)**: 6.87 / 7.42 eV
**Spin multiplicity**: 4

Structure (XYZ):
```
72
Properties=species:S:1:pos:R:3:forces:R:3:mulliken_spin:R:1
V 0.609 0.904 -0.816 -3.5 0.5 -1.3 2.77
C -3.347 -0.983 -0.277 0.1 0.5 0.3 0.00
C -2.228 -1.999 -0.407 0.4 0.1 -0.3 0.00
S -1.026 -1.627 -1.732 -0.4 -0.3 -0.1 0.01
C -2.076 -1.884 -3.229 0.3 0.2 0.6 0.02
C -1.377 -1.311 -4.447 0.1 0.5 0.0 0.00
S -0.897 0.436 -4.275 -0.3 0.1 -0.2 0.01
C -2.537 1.258 -4.288 0.4 -0.4 -0.1 0.00
C -2.395 2.701 -3.846 0.4 -0.1 0.6 0.00
S -1.660 2.916 -2.172 -0.4 0.3 -0.2 0.03
C -3.128 3.081 -1.112 0.3 -0.1 -0.3 -0.01
C -3.807 1.757 -0.810 0.2 -0.3 0.3 0.02
S -2.655 0.669 0.115 -0.5 0.0 -0.3 0.00
H -4.015 -1.277 0.534 -0.1 -0.1 -0.1 0.00
H -3.927 -0.899 -1.196 0.0 0.0 0.0 0.00
H -2.627 -3.003 -0.563 0.0 0.0 0.1 0.00
H -1.617 -1.989 0.503 -0.1 -0.2 -0.1 0.00
H -3.040 -1.408 -3.065 -0.1 0.0 -0.1 0.00
H -2.234 -2.952 -3.370 0.0 -0.1 0.0 0.00
H -2.002 -1.408 -5.336 0.0 -0.1 0.0 0.00
H -0.433 -1.828 -4.619 0.0 0.0 -0.1 0.00
H -3.203 0.705 -3.630 -0.1 0.0 0.1 0.00
H -2.924 1.223 -5.307 -0.1 0.0 0.0 0.00
H -3.354 3.218 -3.874 0.0 0.0 0.0 0.00
H -1.701 3.214 -4.511 -0.1 0.1 -0.1 0.00
H -3.814 3.781 -1.594 0.0 0.0 0.2 0.00
H -2.744 3.528 -0.193 -0.1 0.1 0.0 0.00
H -4.102 1.256 -1.733 0.0 0.0 0.0 0.00
H -4.692 1.923 -0.192 0.0 0.0 -0.1 0.00
S 0.673 2.770 0.522 -0.1 1.2 0.1 -0.02
C 1.647 2.360 1.913 0.0 -0.4 0.3 0.00
C 2.205 3.369 2.700 -0.1 -0.1 -0.1 0.00
C 2.956 3.047 3.812 0.1 0.0 0.1 0.00
C 3.137 1.724 4.185 0.0 -0.1 0.0 0.00
C 2.563 0.719 3.425 0.0 -0.2 0.0 -0.01
C 1.845 1.022 2.275 0.3 0.3 0.1 0.03
As 1.015 -0.345 1.180 0.3 -0.9 2.4 -0.03
C -0.132 -0.975 2.662 -0.1 -0.1 -0.2 0.02
C 0.043 -2.157 3.374 0.3 0.0 -0.3 0.00
C -0.818 -2.482 4.414 0.0 0.0 0.0 0.00
C -1.856 -1.629 4.751 0.0 0.0 0.0 0.00
C -2.016 -0.431 4.071 -0.1 0.0 0.0 0.00
C -1.157 -0.108 3.038 0.1 0.2 -0.3 0.00
C 2.345 -1.753 1.075 0.1 -0.1 -0.1 0.00
C 3.692 -1.514 1.319 -0.1 0.3 0.1 0.00
C 4.633 -2.503 1.089 0.1 -0.1 0.0 0.00
C 4.240 -3.731 0.583 0.0 0.0 0.0 0.00
C 2.904 -3.967 0.306 -0.1 -0.1 0.0 0.00
C 1.960 -2.987 0.554 -0.3 0.2 0.1 0.01
H 2.036 4.401 2.433 0.0 0.1 -0.1 0.00
H 3.399 3.835 4.404 0.0 0.1 0.1 0.00
H 3.714 1.481 5.065 0.0 0.0 0.1 0.00
H 2.666 -0.322 3.728 0.0 0.1 0.0 0.00
H 0.863 -2.822 3.122 -0.1 0.0 0.0 0.00
H -0.679 -3.402 4.964 0.0 0.0 0.0 0.00
H -2.536 -1.894 5.547 0.0 0.0 0.1 0.00
H -2.810 0.246 4.352 0.0 0.1 0.0 0.00
H -1.262 0.835 2.506 -0.1 -0.1 0.2 0.01
H 4.001 -0.529 1.650 0.0 -0.1 0.0 0.00
H 5.679 -2.309 1.283 0.0 0.0 0.0 0.00
H 4.973 -4.500 0.392 0.1 0.0 0.0 0.00
H 2.595 -4.909 -0.125 0.0 -0.1 0.0 0.00
H 0.910 -3.165 0.319 0.2 0.0 0.0 0.00
N 1.297 2.189 -2.538 -0.1 0.6 -0.1 0.04
C 2.474 1.388 -2.864 0.6 -0.3 0.1 0.03
C 2.589 0.495 -1.611 3.0 0.5 -1.1 -0.06
O 3.405 0.748 -0.727 0.2 0.2 0.0 0.12
O 1.743 -0.449 -1.582 -0.4 -1.5 -0.6 0.01
H 0.804 2.506 -3.371 0.1 -0.1 0.3 0.00
H 1.571 3.007 -1.988 -0.1 -0.1 -0.2 0.01
H 3.388 1.975 -3.022 -0.3 -0.1 0.0 0.00
H 2.258 0.767 -3.739 0.1 0.1 0.2 0.00
```
Positions in Å, forces in eV/Å.